No. 1
A cluster of 13 separate species, C25H76N8O13 in total. Source: OMol25; level of theory: ωB97M-V/def2-TZVPD.

Cartesian coordinates (Å):
O: 2.28 4.31 -0.25
C: -0.42 -3.72 -1.65
H: -1.24 4.88 4.10
H: 2.77 4.18 4.88
C: -1.87 4.78 1.99
H: -0.07 3.81 -3.47
C: -0.27 -0.38 -0.46
H: 3.55 1.35 0.07
H: 2.59 -4.82 4.06
O: 0.65 -3.03 2.12
H: -3.74 -2.91 -0.46
H: 0.02 0.58 1.15
H: -1.57 -2.05 3.31
H: 0.63 0.12 -5.22
H: -2.90 5.00 3.97
H: -2.38 2.04 2.18
N: -3.36 -2.04 -0.80
H: -3.43 3.97 -3.05
O: -3.56 0.20 -1.38
O: 2.67 -2.66 0.06
H: 0.01 1.78 3.39
C: -2.07 4.54 3.49
H: -3.61 0.85 2.09
H: -0.95 2.61 -0.87
C: -3.98 -0.91 -0.65
H: 0.91 -5.29 -2.41
H: -0.68 -5.39 -2.96
H: -0.11 -0.31 3.42
H: 0.43 -3.12 -1.32
H: -1.68 5.83 1.87
C: 1.60 2.95 4.02
C: -1.03 -4.36 -0.41
C: 3.08 3.22 -0.19
H: -5.50 -0.09 0.43
H: 4.92 -1.02 0.15
H: 0.24 4.57 -1.78
H: -2.90 -0.34 -5.63
H: -2.94 -1.76 2.22
H: -1.51 -3.60 0.23
N: -4.92 -0.97 0.27
H: 0.09 -1.30 0.10
H: 4.46 -1.86 -1.32
H: 2.10 -0.94 -0.58
C: -2.56 0.96 1.95
C: -0.57 4.12 1.47
H: -1.42 1.87 -2.39
C: 1.61 0.89 -3.72
H: 2.57 -2.47 -4.13
H: 0.57 1.64 -2.05
H: 1.82 -0.96 1.91
H: 3.38 -1.46 2.05
H: 2.86 -2.96 -0.82
H: 1.26 -2.31 -3.05
N: 4.37 3.39 -0.31
H: 5.13 2.73 -0.32
H: 2.73 -4.30 -2.98
H: 1.16 -5.62 1.72
C: -2.89 -0.89 -4.66
H: -0.50 -5.48 2.32
H: -0.53 4.36 0.41
H: 2.69 -3.00 3.76
C: 4.16 -1.13 -0.62
H: -2.68 3.40 1.33
H: -2.68 2.47 -1.22
H: -2.34 0.88 0.89
O: -2.03 -0.38 -3.59
N: 0.49 0.53 -4.28
O: -2.53 4.09 -3.38
H: -1.31 -0.32 -0.55
H: -1.31 -1.70 1.66
N: 2.78 1.97 -0.17
O: 0.28 0.71 0.25
H: -1.88 -5.02 -0.61
H: 1.10 4.79 4.84
C: 2.82 -1.43 0.06
O: 2.97 -3.46 -2.51
C: -1.77 0.01 2.86
H: -3.90 -1.00 -4.30
N: 1.48 1.31 -2.48
H: -2.18 0.09 3.86
H: -1.76 -3.56 -2.88
H: -0.24 -4.92 0.11
C: 0.57 -5.33 2.54
C: 0.11 -4.70 -2.73
H: -2.60 -1.88 -4.95
H: 0.07 -0.38 -1.44
H: 4.13 -0.26 -1.27
H: 3.04 0.20 1.49
H: 2.79 -1.37 -2.85
H: -2.45 -0.44 -2.72
H: 0.41 -4.28 -3.68
H: -2.56 -2.20 -1.43
C: 0.92 -3.93 2.93
H: -2.20 3.48 3.67
N: 1.80 4.09 4.59
H: -0.46 5.50 -3.09
C: -0.39 4.51 -2.66
H: 0.39 -3.65 3.82
H: 2.31 1.55 -1.94
O: -1.25 -3.02 -2.29
H: 1.25 -2.81 1.41
N: 0.32 2.65 3.87
C: -1.75 4.01 -2.39
O: -2.83 4.38 1.31
C: 2.77 -0.86 1.44
H: 1.77 1.69 -0.10
O: 2.56 2.11 3.57
H: 2.94 -4.03 2.45
H: 0.74 -6.03 3.34
C: -1.94 -1.44 2.46
H: -2.17 4.70 -1.65
H: -4.87 -1.65 1.06
C: 2.37 -2.36 -3.10
C: 2.36 -3.98 3.34
H: -0.40 3.34 3.84
H: 4.74 4.34 -0.38
H: -0.50 3.04 1.54
O: -0.55 0.31 2.82
C: -1.69 2.70 -1.68
H: 0.39 4.46 1.93
H: -0.41 0.27 -3.81
O: 2.83 0.76 -4.34

## Properties
E in Ha: -2414.0349
E_HOMO in eV: -8.36
LUMO energy in eV: -0.1
Total charge: 0
Energy above the lowest of the compared OMol25 structures with the same formula, charge and spin in kJ/mol: 939.73

Löwdin population analysis, charges in e, atoms 1 to 5: number 1, O, carries -0.094; number 2, C, carries -0.574; number 3, H, carries 0.066; number 4, H, carries 0.129; number 5, C, carries -0.619

***

No. 2
A structure of composition C26H12B5Br6O42V. Source: OMol25; level of theory: ωB97M-V/def2-TZVPD.

Cartesian coordinates (Å):
O: 1.01 -3.08 -4.81
O: 1.61 -0.92 -4.23
H: -1.48 -0.29 4.69
C: 2.60 -1.76 -3.87
Br: 1.67 -0.05 4.35
C: 2.19 -3.88 4.35
C: -0.65 2.38 -0.75
H: 0.94 2.12 5.26
O: -2.64 5.58 -1.73
O: -0.11 -1.20 -5.94
O: -2.77 -0.75 -3.89
O: -2.56 -4.43 -2.19
O: -5.00 6.07 -1.35
O: 5.26 2.52 0.43
O: -6.12 2.87 -1.97
Br: 0.30 4.01 2.80
O: 2.34 -2.16 -0.58
C: 4.98 -0.79 0.84
O: 4.61 0.15 -0.01
C: -1.93 1.51 -1.19
O: 5.46 -1.94 0.59
C: 4.63 3.61 0.07
C: 1.38 1.82 4.31
O: 4.38 0.96 2.18
H: 3.16 -3.43 4.55
B: -0.21 0.20 -0.36
H: -0.83 -1.84 4.12
C: -1.77 5.98 -2.57
O: 1.87 -5.32 -0.93
O: 3.60 -1.50 -3.19
Br: 1.35 -4.48 6.00
O: -1.51 0.24 -1.06
Br: 3.32 -4.60 1.76
B: -3.95 5.60 -2.26
B: -1.59 -4.41 -1.03
C: -3.39 -3.33 -2.09
O: 3.00 1.95 0.35
H: -0.42 1.53 3.00
O: 5.09 4.70 -0.10
O: -4.44 4.23 -2.71
C: -1.34 -0.81 -5.76
H: 1.51 -3.13 3.94
C: 3.09 3.27 0.12
C: 2.42 -5.11 3.43
C: -5.92 5.15 -1.16
C: 0.61 -5.24 -0.98
O: -0.66 -1.67 -3.75
O: -0.55 5.95 -2.42
C: -1.54 -1.38 4.81
O: 0.18 1.58 -0.18
O: 2.12 4.04 -0.07
C: -5.55 3.96 -2.05
H: 1.40 -5.41 3.19
O: 4.83 -0.97 3.38
O: 1.78 6.79 -1.22
O: -3.47 -1.55 -0.55
H: -3.55 -1.09 5.31
Br: -0.88 -1.75 6.65
O: -2.97 1.96 -1.70
C: 4.79 -0.25 2.29
H: -2.99 -2.75 4.72
O: -2.05 6.91 -4.81
B: 0.44 -1.72 -4.72
H: 1.18 1.67 2.21
O: 0.84 -2.19 1.96
O: -2.13 -0.33 -6.57
O: -0.38 -0.64 0.88
H: 2.36 2.27 4.17
C: 0.53 2.07 2.99
O: 2.77 -4.11 -3.74
C: -2.53 6.55 -3.75
Br: -3.57 -1.09 2.79
O: -2.04 -3.27 -0.17
B: 4.34 1.39 0.77
V: 0.74 5.67 -0.69
O: -0.05 6.28 0.52
C: 1.39 -1.39 -0.33
O: -6.94 5.22 -0.41
O: 0.06 -7.25 0.30
H: 2.98 -5.90 3.93
C: -2.96 -2.61 -0.81
O: -0.19 -4.24 -1.50
C: 0.59 -1.49 1.01
C: 2.18 -3.16 -4.18
O: -3.76 6.44 -3.49
C: -1.69 -1.18 -4.39
C: -0.32 -6.20 -0.22
O: 0.85 -0.51 -1.09
O: -0.54 3.61 -0.90
C: -2.98 -1.67 4.58
O: -4.30 -2.87 -2.87
O: -1.58 -5.71 -0.33

## Properties
E in Ha: -20671.5929
E_HOMO in eV: -1.22
LUMO energy in eV: 5.6
Total charge: -4
Energy above the lowest of the compared OMol25 structures with the same formula, charge and spin in kJ/mol: 0.00

Löwdin population analysis, charges in e, atoms 1 to 5: number 1, O, carries 0.219; number 2, O, carries 0.206; number 3, H, carries 0.027; number 4, C, carries -0.366; number 5, Br, carries 0.799

***

> What is the formula in the first record?

C25H76N8O13